# 1
A 8-piece molecular cluster, C18H40O20S3 overall in a non-equilibrium geometry. Source: the Open Molecules 2025 dataset; level of theory: ωB97M-V/def2-TZVPD.

Element x y z (Å)
O1 3.98910 -1.97958 30.43075
S1 3.26198 -2.21077 29.17002
O2 2.35242 -1.16706 28.68034
O3 4.42644 -2.52595 27.93441
C1 5.70188 -3.08827 28.32770
C2 5.79587 -4.38536 27.55543
C3 2.40597 -3.83754 29.17193
H1 5.98534 -3.28559 29.36153
H2 6.43803 -2.37203 27.96273
H3 6.76741 -4.85482 27.70977
H4 5.82655 -4.19351 26.48288
H5 4.99590 -5.10763 27.71807
H6 1.82508 -4.05658 30.06785
H7 3.18802 -4.58043 29.01499
H8 1.81227 -3.90920 28.26062
O4 9.49430 -10.48021 27.23212
S2 8.39105 -10.49964 26.34717
O5 7.41486 -9.45344 26.49899
O6 9.04311 -10.47452 24.84905
C4 8.17497 -10.28759 23.75181
C5 8.27502 -11.50900 22.82069
C6 7.47889 -12.12219 26.35479
H9 8.38124 -9.36587 23.20778
H10 7.15007 -10.15510 24.09841
H11 9.27457 -11.64331 22.40721
H12 7.53014 -11.44019 22.02789
H13 8.12100 -12.41438 23.40776
H14 7.94807 -12.93422 25.79929
H15 6.51250 -11.87339 25.91630
H16 7.48437 -12.46874 27.38822
O7 12.16999 -3.50230 29.12428
S3 12.77603 -3.98936 27.85438
O8 13.91808 -4.90640 27.76464
O9 11.51839 -4.47136 26.85218
C7 11.88526 -5.37203 25.82404
C8 10.91572 -5.23552 24.70103
C9 13.23025 -2.51285 26.92680
H17 11.94023 -6.34938 26.30348
H18 12.80849 -5.08548 25.32041
H19 10.91444 -4.24774 24.24017
H20 9.88896 -5.24018 25.06689
H21 11.03259 -5.97365 23.90757
H22 12.46170 -1.77754 27.16502
H23 13.43135 -2.66168 25.86589
H24 14.17660 -2.26336 27.40667
O10 7.12455 -5.08922 21.42755
H25 6.55225 -4.97107 20.66943
H26 7.34338 -4.19934 21.70405
O11 5.58518 -2.33727 18.96949
H27 4.91398 -1.77793 18.57853
H28 5.75581 -1.94475 19.82568
C10 9.63306 2.20796 24.93469
C11 9.70353 2.77360 23.52606
O12 9.44640 1.61412 22.72923
C12 8.57951 0.84756 23.40062
O13 7.96127 -0.04489 22.88145
O14 8.59784 1.25567 24.70158
H29 9.36950 2.99441 25.64188
H30 10.59049 1.71942 25.11567
H31 10.67017 3.24372 23.34525
H32 8.93086 3.47649 23.21458
C13 2.40886 -7.83625 22.83898
C14 2.99161 -6.71241 23.74933
O15 1.79539 -5.89481 23.96041
C15 0.85952 -6.24730 23.16801
O16 -0.18754 -5.66048 22.99134
O17 1.15468 -7.45663 22.66112
H33 2.55183 -8.73574 23.43778
H34 2.92849 -7.94322 21.88681
H35 3.68767 -5.96703 23.36462
H36 3.28298 -7.04896 24.74427
C16 2.84300 -1.22156 22.51878
C17 2.31657 -0.18577 23.44207
O18 2.72577 0.97274 22.84563
C18 2.95545 0.78609 21.53825
O19 3.18263 1.67557 20.74076
O20 3.08298 -0.52647 21.31163
H37 2.04986 -1.93253 22.28742
H38 3.71974 -1.76762 22.86696
H39 2.81084 -0.17943 24.41354
H40 1.24231 -0.17323 23.62620

The orbital gap comes out at 10.78 eV. The LUMO energy is -0.0050 hartree. The calculated total energy comes out at -92766.017 eV. The energy relative to the best compared isomer or geometry (same formula, charge and spin) is 0.00 kcal/mol. Its SMILES is CCOS(C)(=O)=O.CCOS(C)(=O)=O.CCOS(C)(=O)=O.O=C1OCCO1.O=C1OCCO1.O=C1OCCO1.O.O. As for the highest occupied orbital energy: -10.916 eV.

# 2
A 2-piece molecular cluster, C3H7N2 overall in a non-equilibrium geometry. Source: the Open Molecules 2025 dataset; level of theory: ωB97M-V/def2-TZVPD.

Element x y z (Å)
C1 -0.68859 -0.38153 0.05827
C2 0.25585 -1.46159 0.02241
C3 1.41934 1.04865 -0.02358
N1 0.46409 0.07162 0.21971
N2 -2.64850 0.43433 0.04343
H1 0.42559 -2.23927 0.88617
H2 0.49057 -1.92321 -1.02971
H3 2.40591 0.48434 -0.26357
H4 1.16171 1.87906 -0.63850
H5 1.54097 1.71597 0.99684
H6 -3.20880 -0.32237 0.41884
H7 -2.73517 0.64564 -0.95513

The orbital gap (alpha / beta) comes out at 9.79 / 9.79 eV. The LUMO energy (alpha / beta) is -0.2123 / -0.2122 hartree. As for the net charge: +1. The calculated total energy comes out at -6191.215 eV. The energy relative to the best compared isomer or geometry (same formula, charge and spin) is 145.20 kcal/mol. As for the highest occupied orbital energy (alpha / beta): -15.571 / -15.567 eV.

# 3
A 3-piece molecular cluster, C3H12O3S overall in a non-equilibrium geometry. Source: the Open Molecules 2025 dataset; level of theory: ωB97M-V/def2-TZVPD.

Element x y z (Å)
C1 2.08021 -2.47486 0.23565
O1 0.68944 -2.46108 0.61526
C2 2.22172 -2.17160 -1.25166
C3 2.11063 -0.66643 -1.60181
S1 1.79716 -0.24526 -3.33220
H1 2.53596 -1.75104 0.87575
H2 2.28300 -3.51025 0.51247
H3 0.06391 -2.53344 -0.10537
H4 3.10735 -2.67168 -1.69963
H5 1.59680 -2.72756 -1.97190
H6 3.15828 -0.30552 -1.46238
H7 1.21406 -0.23293 -1.13155
H8 1.54834 -1.44834 -3.81472
H9 -3.14094 3.46361 3.87851
H10 -3.21511 4.46917 2.96424
O2 -2.76437 4.36494 3.82558
H11 -5.81140 3.73330 1.57238
H12 -4.28144 3.46378 1.04617
O3 -5.19360 3.70516 0.84520

The orbital gap comes out at 9.54 eV. The LUMO energy is 0.0137 hartree. The calculated total energy comes out at -20281.587 eV. The energy relative to the best compared isomer or geometry (same formula, charge and spin) is 41.45 kcal/mol. Its SMILES is OCCCS.O.O. As for the highest occupied orbital energy: -9.170 eV.

Question: The highest energy relative to the best compared isomer or geometry (same formula, charge and spin) belongs to which entry?
Answer: C3H7N2

Question: Among the records above, which one has the highest energy relative to the best compared isomer or geometry (same formula, charge and spin)?
Answer: C3H7N2

Question: Which of these has the lowest energy relative to the best compared isomer or geometry (same formula, charge and spin)?
Answer: C18H40O20S3